DFT (ωB97M-V/def2-TZVPD) results for C20H26Br2LiN5O2 as an isolated structure.

Geometry as XYZ:
```
56
Properties=species:S:1:pos:R:3:lowdin_charge:R:1
Li -0.9119 0.0953 -0.2879 0.52
N -0.6991 0.4244 1.7902 -0.03
C -2.0903 0.2157 2.1538 -0.28
C -2.5115 -1.1716 1.6993 -0.28
N -2.3101 -1.2725 0.2692 -0.05
H -0.1329 -0.2459 2.2963 0.06
H -0.4176 1.3566 2.0646 0.08
H -2.6895 0.9442 1.6096 0.09
H -2.2625 0.3286 3.2377 0.11
H -3.5600 -1.3413 1.9959 0.12
H -1.8790 -1.9174 2.1850 0.09
H -2.9987 -0.6868 -0.1939 0.06
H -2.4237 -2.2307 -0.0323 0.06
C 4.7588 1.9250 0.2652 -0.05
C 3.7182 1.0749 -0.3936 -0.25
C 3.8744 0.5785 -1.6865 -0.01
C 2.8926 -0.2261 -2.2356 -0.08
C 1.7799 -0.5123 -1.4528 -0.74
Br 0.4450 -1.6693 -2.0973 0.83
N 1.6060 -0.0484 -0.2332 0.00
C 2.5448 0.7341 0.2737 -0.10
H 5.6921 1.8940 -0.2909 0.08
H 4.9429 1.5837 1.2824 0.08
H 4.4248 2.9604 0.3206 0.09
H 4.7660 0.8140 -2.2521 0.12
H 2.9854 -0.6300 -3.2326 0.10
H 2.3600 1.0978 1.2770 0.12
C 3.2308 -3.6452 2.7061 -0.03
C 1.8737 -3.6932 2.1039 -0.31
C 0.9691 -4.7204 1.9394 0.01
C -0.1077 -4.1598 1.2231 -0.36
N 0.1231 -2.8827 0.9830 0.05
N 1.3086 -2.6081 1.5245 0.03
C -1.3383 -4.8355 0.7287 -0.03
H 3.4265 -4.5508 3.2739 0.08
H 3.3358 -2.7845 3.3660 0.08
H 3.9817 -3.5645 1.9190 0.08
H 1.0501 -5.7352 2.2751 0.10
H 1.6961 -1.6877 1.3883 0.12
H -1.1907 -5.9111 0.7112 0.08
H -1.5516 -4.4931 -0.2827 0.07
H -2.1964 -4.6094 1.3616 0.08
Br -0.8582 5.6373 -4.9610 0.70
C -1.9737 4.9288 -3.5794 -0.67
C -3.0427 5.6830 -3.1265 -0.14
C -3.8583 5.1512 -2.1403 -0.08
C -3.5737 3.9117 -1.5962 -0.02
C -2.4785 3.1814 -2.0400 -0.12
C -1.6825 3.6836 -3.0579 -0.07
C -2.1280 1.8772 -1.3555 -0.65
O -2.9639 1.3938 -0.5809 -0.03
O -0.9938 1.3890 -1.5712 -0.12
H -3.2279 6.6667 -3.5341 0.10
H -4.7165 5.7110 -1.7973 0.10
H -4.1735 3.4898 -0.8048 0.11
H -0.8440 3.1016 -3.4081 0.11
```

Values from the calculation:
Strongest force on any atom ... 0.0170 Eh/bohr
Relative energy (zero: lowest compared OMol25 entry of this formula, charge and spin) ... 73.0 kJ/mol

---

DFT (ωB97M-V/def2-TZVPD) results for one molecule with the formula C20H26ClN3O3.

Geometry as XYZ:
```
53
Properties=species:S:1:pos:R:3:lowdin_charge:R:1
O 1.0986 0.6716 2.2242 0.08
C 0.9711 -0.4172 1.7028 -0.47
N 1.9621 -1.3330 1.6745 0.08
C 3.2903 -1.0292 2.1542 -0.14
C 4.3478 -1.4666 1.1361 -0.12
N 4.1630 -0.8472 -0.1504 -0.06
C 4.8034 0.3937 -0.5221 -0.13
C 4.1233 0.7708 -1.8447 -0.14
C 3.5896 -0.5598 -2.3752 -0.08
C 3.4317 -1.4117 -1.1309 -0.47
O 2.7853 -2.4345 -1.0089 0.04
C -0.3374 -0.8995 1.0703 -0.19
C -0.1905 -1.0980 -0.4376 -0.13
C 0.2548 0.2208 -1.0459 -0.07
C -0.6030 1.4057 -0.6431 -0.46
O -0.5984 2.4295 -1.3071 0.05
N -1.3527 1.2869 0.4704 -0.03
C -2.2030 2.4084 0.8202 -0.12
C -3.4185 2.5256 -0.1199 -0.12
C -4.1454 1.2185 -0.2102 -0.24
C -5.0884 0.8549 0.7441 -0.04
C -5.7034 -0.3834 0.7026 -0.10
C -5.3672 -1.2736 -0.3043 -0.68
Cl -6.1225 -2.8315 -0.3566 0.66
C -4.4358 -0.9310 -1.2709 -0.10
C -3.8336 0.3131 -1.2186 -0.04
C -1.4472 0.1183 1.3194 -0.11
H 1.8582 -2.1782 1.1317 0.13
H 3.3257 0.0496 2.3313 0.12
H 3.4771 -1.5444 3.1041 0.12
H 4.2703 -2.5492 0.9886 0.13
H 5.3458 -1.2262 1.5102 0.13
H 4.6544 1.1499 0.2526 0.13
H 5.8825 0.2355 -0.6500 0.13
H 4.8143 1.2506 -2.5342 0.11
H 3.2970 1.4573 -1.6582 0.11
H 2.6518 -0.4696 -2.9181 0.11
H 4.3114 -1.0567 -3.0273 0.13
H -0.6151 -1.8424 1.5528 0.15
H 0.5354 -1.8781 -0.6733 0.10
H -1.1566 -1.3978 -0.8504 0.12
H 1.2743 0.4499 -0.7236 0.11
H 0.2583 0.1768 -2.1366 0.13
H -2.5312 2.2809 1.8524 0.13
H -1.6116 3.3244 0.7381 0.13
H -3.0532 2.8191 -1.1039 0.11
H -4.0748 3.3083 0.2624 0.12
H -5.3463 1.5485 1.5311 0.12
H -6.4357 -0.6595 1.4450 0.10
H -4.1884 -1.6307 -2.0542 0.11
H -3.1075 0.5868 -1.9697 0.12
H -2.4230 -0.3623 1.1664 0.12
H -1.3873 0.4558 2.3605 0.13
```

Values from the calculation:
Strongest force on any atom ... 0.0119 Eh/bohr
SMILES string ... O=C(NCCN1CCCC1=O)[C@@H]1CCC(=O)N(CCc2ccc(Cl)cc2)C1
Relative energy (zero: lowest compared OMol25 entry of this formula, charge and spin) ... 0.0 kJ/mol

---

DFT (ωB97M-V/def2-TZVPD) results for a 2-piece molecular cluster, C20H26FNO3 overall in a non-equilibrium geometry.

Geometry as XYZ:
```
51
Properties=species:S:1:pos:R:3:lowdin_charge:R:1
C -3.7497 -2.0974 -3.6162 0.07
C -2.9538 -2.1101 -2.4308 -0.07
C -2.3813 -1.8261 -0.8851 -0.11
C -1.7118 -0.3303 -0.9097 -0.36
C -3.0248 0.6450 -1.0117 -0.02
C -3.0109 1.7065 -2.2603 -0.17
O -3.1169 1.4170 -3.5595 0.00
F -2.8557 3.1623 -1.8958 -0.06
O -1.0281 0.1953 0.2901 -0.17
C -0.3149 1.4206 -0.2027 -0.13
C 0.3375 1.1308 -1.6783 -0.21
C 0.4081 2.3307 -2.8007 -0.20
C 1.0556 3.7222 -2.1783 -0.13
C -0.5193 -0.2410 -2.0310 -0.16
C 0.5008 -1.5634 -2.1225 -0.12
C 1.4771 -1.7140 -0.8040 -0.13
C 3.0759 -1.2372 -0.9232 -0.05
C 4.1477 -1.2880 0.3270 -0.07
C 3.6054 -1.8457 1.8076 -0.07
C 2.0556 -2.3616 1.9751 -0.06
C 1.0172 -2.2833 0.6678 -0.02
H -4.4006 -1.8062 -4.5721 0.07
H -3.2800 -1.8450 -0.0998 0.14
H -1.6209 -2.6890 -0.6696 0.09
H -4.0611 0.0591 -1.0717 0.14
H -3.1010 1.2799 -0.0036 0.15
H -0.8117 2.4569 0.0184 0.14
H 0.6189 1.4295 0.5131 0.14
H 1.4931 1.0103 -1.4026 0.14
H 1.1923 1.9614 -3.6216 0.12
H -0.5901 2.5237 -3.3800 0.10
H 2.1335 3.8734 -2.6684 0.08
H 1.2467 3.6511 -1.0200 0.08
H 0.4386 4.6884 -2.4889 0.09
H -0.8827 -0.1454 -3.1472 0.15
H -0.0735 -2.5739 -2.2629 0.11
H 1.2161 -1.4548 -3.0704 0.13
H 3.4662 -0.8323 -1.9670 0.09
H 5.2757 -0.9107 0.2279 0.09
H 4.3649 -1.8532 2.7005 0.08
H 1.6238 -2.7581 3.0138 0.09
H -0.0754 -2.6513 0.8681 0.07
C 0.7114 -0.1676 6.3981 -0.02
C 0.6541 0.2550 4.9585 -0.61
N -0.4923 -0.0532 4.2922 0.15
O 1.5712 0.8425 4.3964 0.02
H 0.8488 0.7179 7.0245 0.09
H 1.5543 -0.8501 6.5363 0.09
H -0.2054 -0.6767 6.7084 0.07
H -1.2738 -0.5355 4.7117 0.10
H -0.5544 0.2214 3.3203 0.10
```

Values from the calculation:
Strongest force on any atom ... 0.1956 Eh/bohr
DFT total energy ... -1157.39664 Eh
SMILES string ... C#CC[C@@]1(CC(=O)F)OC[C@H](CC)[C@H]1Cc1ccccc1.CC(N)=O

---

DFT (ωB97M-V/def2-TZVPD) results for one molecule with the formula C20H26N2O2S.

Geometry as XYZ:
```
51
Properties=species:S:1:pos:R:3:lowdin_charge:R:1
C -4.6329 -2.2145 -0.4149 -0.05
C -3.2083 -2.0769 0.0325 -0.28
C -2.3069 -3.1168 -0.1681 -0.04
C -0.9877 -2.9961 0.2200 -0.04
C -0.5341 -1.8258 0.8142 -0.24
C 0.9085 -1.6853 1.2106 -0.15
N 1.7805 -2.0309 0.0978 -0.21
C 3.1857 -2.2025 0.4147 -0.20
C 3.8721 -0.9020 0.8448 -0.15
C 3.7108 0.1826 -0.2213 -0.21
N 2.2956 0.4169 -0.4464 -0.22
C 1.9057 1.6542 -1.1148 -0.14
C 0.5576 2.0836 -0.5965 -0.17
C -0.5612 1.9661 -1.4040 -0.01
C -1.8315 2.2852 -0.9425 -0.27
C -3.0225 2.0810 -1.8269 -0.04
C -1.9614 2.7613 0.3527 -0.05
C -0.8484 2.8996 1.1626 -0.05
C 0.4183 2.5572 0.7114 -0.24
C 1.6040 2.7016 1.6188 -0.03
S 1.6458 -0.9625 -1.1699 0.66
O 0.2824 -0.7380 -1.4999 -0.22
O 2.5104 -1.4151 -2.2190 -0.26
C -1.4301 -0.7904 1.0252 -0.03
C -2.7521 -0.9164 0.6389 -0.04
H -5.2245 -1.3585 -0.1002 0.07
H -4.6797 -2.2869 -1.5010 0.08
H -5.0787 -3.1187 -0.0027 0.08
H -2.6460 -4.0278 -0.6410 0.11
H -0.2909 -3.8021 0.0447 0.12
H 1.1416 -2.3757 2.0295 0.14
H 1.0901 -0.6567 1.5469 0.11
H 3.2763 -2.9628 1.1953 0.13
H 3.6475 -2.5750 -0.5014 0.12
H 4.9339 -1.0928 1.0080 0.12
H 3.4391 -0.5521 1.7842 0.11
H 4.1739 1.1140 0.1175 0.13
H 4.1986 -0.1381 -1.1523 0.12
H 1.8655 1.5014 -2.1998 0.13
H 2.6619 2.4144 -0.8983 0.13
H -0.4461 1.5875 -2.4078 0.12
H -3.1571 1.0154 -2.0092 0.08
H -2.8761 2.5685 -2.7892 0.08
H -3.9258 2.4754 -1.3674 0.07
H -2.9375 3.0221 0.7374 0.11
H -0.9681 3.2724 2.1709 0.11
H 1.2891 2.9954 2.6176 0.08
H 2.1505 1.7634 1.6815 0.06
H 2.2865 3.4626 1.2387 0.09
H -1.0924 0.1307 1.4766 0.10
H -3.4319 -0.0923 0.8017 0.11
```

Values from the calculation:
Strongest force on any atom ... 0.0192 Eh/bohr
SMILES string ... Cc1ccc(CN2CCCN(Cc3cc(C)ccc3C)S2(=O)=O)cc1
Relative energy (zero: lowest compared OMol25 entry of this formula, charge and spin) ... 134.5 kJ/mol